Density functional theory data (ωB97M-V/def2-TZVPD) for a 2-piece molecular cluster, C4H17O2P2S overall.

```
26
Properties=species:S:1:pos:R:3:forces:R:3:nbo_charge:R:1
C 2.4460 0.9299 0.0280 -0.01 0.07 0.09 -0.9652
P 2.9447 -0.1090 -1.4998 0.26 -0.10 -0.06 0.4410
P 0.9305 0.2225 -2.6396 -0.06 0.15 0.08 0.5784
C -0.2887 -0.6365 -1.5571 -0.13 -0.14 -0.05 -0.9814
O 0.4698 1.8022 -2.1500 -0.08 -0.10 0.06 -1.0145
H 1.3633 0.9488 0.1840 0.03 0.02 0.00 0.1904
H 2.7983 1.9631 -0.0848 -0.03 -0.09 0.00 0.1917
H 2.9264 0.4692 0.9003 -0.06 0.02 -0.09 0.1940
H 2.3944 -1.3190 -0.8251 0.04 0.06 -0.04 -0.1964
H 3.3221 -0.9268 -2.6842 -0.01 0.05 0.09 -0.1691
H 3.3967 1.1188 -2.2424 -0.03 -0.09 0.03 -0.2149
H 4.2752 -0.3279 -0.9088 -0.07 0.02 -0.05 -0.1769
H -1.1997 -0.0279 -1.5389 0.04 -0.10 0.00 0.2073
H 0.0810 -0.7892 -0.5364 -0.03 0.02 -0.06 0.2289
H -0.5405 -1.6165 -1.9773 0.04 0.10 0.09 0.2168
H 0.7656 2.3985 -2.8366 0.08 0.15 -0.11 0.4723
C -2.0373 0.6898 1.4863 0.00 0.02 0.06 -0.8353
S -1.8254 -0.6349 2.6825 -0.04 0.27 -0.07 1.2509
O -0.9882 -1.6486 2.0088 0.08 -0.34 0.07 -0.9731
C -3.5232 -1.2373 2.6143 -0.01 -0.01 -0.01 -0.8358
H -1.0571 1.1422 1.3427 -0.01 0.00 -0.03 0.2611
H -2.3750 0.2563 0.5454 0.02 0.01 0.01 0.2395
H -2.7443 1.4273 1.8680 0.01 0.01 -0.01 0.2131
H -3.7533 -1.5158 1.5860 0.00 0.00 0.00 0.2303
H -4.2037 -0.4660 2.9761 0.00 0.00 -0.01 0.2168
H -3.5775 -2.1131 3.2585 -0.01 0.00 -0.01 0.2300
```
Positions in Å, forces in eV/Å.

Calculated values
LUMO level = 0.0939 Eh
F_max = 0.007 Eh/bohr
Charge = -1
Calculated total energy = -1393.846688 a.u.
Kohn-Sham gap = 4.9 eV